[1]
Formula: C42H44O3P2SV
Source: the OMol25 dataset
Level of theory: the ωB97M-V functional and the def2-TZVPD basis

Results
**Net charge**: 0
**HOMO-LUMO gap (spin up / spin down)**: 7.0 / 6.8 eV
**2S+1**: 4

Last column: Mulliken spin population.
Positions of all 93 atoms, in Å:
V1 1.744 0.595 0.758  3.10
C1 -2.039 0.146 4.035  0.00
C2 -2.754 -0.039 2.898  0.00
C3 -2.933 0.915 1.757  0.00
C4 -1.645 1.434 1.035  -0.01
C5 -0.600 2.067 1.874  -0.04
C6 -0.691 2.660 3.076  0.07
C7 -1.875 2.714 3.969  0.00
C8 -2.030 1.440 4.816  0.00
C9 1.856 -1.528 0.600  -0.16
H1 -1.917 -0.695 4.697  0.00
H2 -3.182 -1.036 2.748  0.00
H3 -3.600 1.734 2.058  0.00
H4 -3.490 0.319 1.007  0.00
H5 -1.221 0.574 0.470  0.01
H6 -1.962 2.199 0.296  -0.01
H7 0.349 2.247 1.296  -0.03
H8 0.210 3.137 3.491  0.00
H9 -2.792 2.933 3.393  0.00
H10 -1.676 3.536 4.686  0.00
H11 -1.260 1.342 5.600  0.00
H12 -2.979 1.565 5.372  0.00
H13 1.615 -2.169 1.469  0.00
H14 2.945 -1.409 0.478  -0.03
H15 1.351 -1.883 -0.312  0.04
P1 -0.127 -1.793 -3.345  0.00
P2 1.514 0.605 -3.436  0.00
C10 -0.988 -0.277 -3.874  0.00
C11 -0.200 0.824 -3.987  0.00
C12 -0.513 -2.864 -4.861  0.00
C13 -1.504 -2.574 -5.818  0.00
C14 -1.768 -3.468 -6.868  0.00
C15 -1.021 -4.645 -7.000  0.00
C16 0.014 -4.904 -6.094  0.00
C17 0.279 -4.016 -5.050  0.00
C18 -1.336 -2.380 -2.092  -0.01
C19 -1.174 -1.936 -0.767  -0.12
C20 -1.829 -2.580 0.272  -0.01
C21 -2.845 -3.501 -0.032  0.00
C22 -3.157 -3.802 -1.358  0.00
C23 -2.368 -3.280 -2.381  0.00
C24 2.281 0.839 -5.171  0.00
C25 1.999 -0.104 -6.183  0.00
C26 2.456 0.086 -7.489  0.00
C27 3.223 1.213 -7.810  0.00
C28 3.509 2.156 -6.820  0.00
C29 3.049 1.968 -5.510  0.00
C30 1.848 2.223 -2.675  -0.02
C31 3.127 2.411 -2.116  0.06
C32 3.459 3.622 -1.518  -0.01
C33 2.519 4.661 -1.496  0.00
C34 1.266 4.500 -2.093  0.00
C35 0.927 3.274 -2.664  0.01
H16 -2.062 -0.321 -4.082  0.00
H17 -0.496 1.749 -4.490  0.00
H18 -2.084 -1.649 -5.762  0.00
H19 -2.562 -3.240 -7.586  0.00
H20 -1.231 -5.339 -7.817  0.00
H21 0.623 -5.801 -6.213  0.00
H22 1.104 -4.214 -4.366  0.00
H23 -0.468 -1.128 -0.545  0.13
H24 -1.545 -2.367 1.307  0.00
H25 -3.394 -3.983 0.771  0.00
H26 -3.984 -4.471 -1.599  0.00
H27 -2.561 -3.567 -3.408  0.00
H28 1.411 -0.995 -5.949  0.00
H29 2.217 -0.647 -8.261  0.00
H30 3.583 1.361 -8.827  0.00
H31 4.090 3.051 -7.059  0.00
H32 3.290 2.719 -4.752  0.00
H33 3.835 1.580 -2.119  0.00
H34 4.452 3.759 -1.080  0.00
H35 2.779 5.612 -1.039  0.00
H36 0.546 5.324 -2.121  0.00
H37 -0.056 3.149 -3.109  0.00
C36 -0.661 0.301 10.235  0.00
C37 -0.035 0.195 8.859  0.00
C38 0.291 -1.069 8.352  0.00
C39 0.772 -1.210 7.055  0.00
C40 0.977 -0.082 6.233  0.00
C41 0.764 1.174 6.789  0.00
C42 0.266 1.317 8.081  0.00
S1 1.530 -0.313 4.501  0.00
O1 2.909 -0.704 4.767  0.00
O2 0.573 -1.334 4.104  0.01
O3 1.482 0.908 3.655  0.01
H38 -1.565 -0.332 10.326  0.00
H39 0.049 -0.028 11.016  0.00
H40 -0.940 1.340 10.461  0.00
H41 0.148 -1.939 9.000  0.00
H42 0.902 -2.214 6.666  0.00
H43 0.916 2.051 6.177  0.00
H44 0.071 2.301 8.498  0.00

---

[2]
Formula: C42H45Br2CoN3O2Sb2
Source: the OMol25 dataset
Level of theory: the ωB97M-V functional and the def2-TZVPD basis

Results
**Net charge**: 0
**HOMO-LUMO gap (spin up / spin down)**: 7.0 / 7.1 eV
**2S+1**: 2

Last column: Mulliken spin population.
Positions of all 97 atoms, in Å:
Co1 -0.661 1.177 -0.374  1.14
Br1 -0.724 3.305 1.359  0.04
C1 -2.621 3.325 1.207  0.00
C2 -3.288 4.327 1.847  -0.01
C3 -4.698 4.345 1.819  0.00
C4 -5.376 3.352 1.180  0.00
C5 -4.689 2.300 0.524  0.00
C6 -5.408 1.247 -0.090  0.00
C7 -4.735 0.220 -0.681  0.00
C8 -3.324 0.219 -0.717  -0.08
C9 -2.561 1.226 -0.171  0.02
C10 -3.267 2.277 0.497  -0.06
H1 -2.741 5.091 2.380  0.00
H2 -5.228 5.142 2.323  0.00
H3 -6.460 3.344 1.172  0.00
H4 -6.491 1.267 -0.063  0.00
H5 -5.282 -0.601 -1.130  0.00
H6 -2.831 -0.626 -1.186  0.00
C11 4.156 2.223 2.725  0.00
Sb1 2.329 1.475 1.855  0.00
C12 1.312 1.377 3.732  0.00
C13 2.886 -0.612 1.967  0.00
C14 3.604 -1.454 0.929  0.00
C15 3.669 -2.820 1.225  0.00
C16 4.290 -3.735 0.397  0.00
C17 4.872 -3.292 -0.782  0.00
C18 4.822 -1.948 -1.093  0.00
C19 4.204 -1.009 -0.256  0.00
C20 4.202 0.415 -0.711  0.00
Sb2 2.435 0.964 -1.848  -0.01
C21 3.297 2.839 -2.460  0.00
C22 3.003 -0.102 -3.618  0.00
H7 4.409 1.620 3.597  0.00
H8 4.009 3.257 3.038  0.00
H9 4.985 2.190 2.019  0.00
H10 1.862 0.730 4.416  0.00
H11 0.305 0.989 3.589  0.00
H12 1.250 2.379 4.157  0.00
H13 1.923 -1.090 2.174  0.00
H14 3.449 -0.663 2.905  0.00
H15 3.196 -3.167 2.137  0.00
H16 4.312 -4.783 0.668  0.00
H17 5.367 -3.986 -1.450  0.00
H18 5.284 -1.594 -2.007  0.00
H19 5.042 0.594 -1.385  0.00
H20 4.309 1.118 0.113  0.00
H21 4.281 2.666 -2.894  0.00
H22 3.399 3.498 -1.597  0.00
H23 2.663 3.325 -3.201  0.00
H24 4.045 0.106 -3.864  0.00
H25 2.356 0.203 -4.438  0.00
H26 2.877 -1.172 -3.455  0.00
N1 -1.767 -3.061 -2.667  0.00
C23 -1.593 -2.247 -3.861  0.00
C24 -0.758 -1.005 -3.555  0.01
O1 -0.393 -0.222 -4.394  0.00
O2 -0.483 -0.849 -2.264  0.02
H27 -2.680 -3.484 -2.602  0.00
H28 -0.877 -1.619 -1.789  0.00
H29 -1.067 -3.784 -2.561  0.00
H30 -2.563 -1.877 -4.198  0.00
H31 -1.134 -2.754 -4.712  0.00
N2 -0.495 -0.294 0.734  -0.05
C25 -0.733 -1.306 1.425  0.01
C26 -1.348 -1.249 2.801  0.00
C27 -2.329 -0.302 3.079  0.00
C28 -2.825 -0.160 4.365  0.00
C29 -2.334 -0.954 5.394  0.00
C30 -1.354 -1.899 5.126  0.00
C31 -0.872 -2.052 3.834  0.00
C32 -0.415 -2.683 0.876  0.00
C33 0.621 -2.822 -0.045  0.00
C34 0.869 -4.040 -0.658  0.00
C35 0.064 -5.138 -0.375  0.00
C36 -0.977 -5.007 0.535  0.00
C37 -1.206 -3.792 1.166  0.00
H32 -2.686 0.328 2.275  0.00
H33 -3.594 0.576 4.566  0.00
H34 -2.713 -0.835 6.401  0.00
H35 -0.962 -2.516 5.925  0.00
H36 -0.108 -2.793 3.626  0.00
H37 1.221 -1.950 -0.278  0.00
H38 1.703 -4.135 -1.345  0.00
H39 0.254 -6.092 -0.851  0.00
H40 -1.609 -5.857 0.760  0.00
H41 -2.016 -3.699 1.880  0.00
Br2 -3.133 2.758 -5.281  0.00
C38 -1.838 3.122 -3.964  0.00
C39 -1.068 4.267 -4.018  0.00
C40 -0.131 4.469 -3.017  0.00
C41 -0.007 3.526 -2.015  0.00
N3 -0.759 2.420 -1.969  -0.01
C42 -1.665 2.224 -2.926  0.00
H42 -1.199 4.982 -4.819  0.00
H43 0.498 5.347 -3.007  0.00
H44 0.714 3.648 -1.219  0.00
H45 -2.267 1.330 -2.855  -0.01

---

[3]
Formula: C42H46BrCl2GaGe2N2O3S
Source: the OMol25 dataset
Level of theory: the ωB97M-V functional and the def2-TZVPD basis

Results
**Net charge**: +2
**HOMO-LUMO gap**: 6.8 eV
**2S+1**: 1

Last column: Löwdin charge in e.
Positions of all 100 atoms, in Å:
Ga1 1.346 0.752 -0.899  0.66
C1 -1.894 3.275 -3.686  -0.16
C2 -0.876 2.188 -3.309  -0.37
Ge1 -1.075 1.445 -1.487  0.90
C3 -1.468 2.734 -0.018  -0.38
C4 -2.233 3.985 -0.475  -0.14
C5 -2.681 0.342 -1.406  -0.20
C6 -3.090 -0.926 -1.350  -0.28
Ge2 -1.976 -2.571 -1.375  1.06
C7 -2.107 -3.219 0.492  -0.30
C8 -3.066 -4.384 0.764  -0.14
C9 -1.881 -3.155 -3.259  -0.30
C10 -3.139 -3.814 -3.834  -0.15
C11 -4.538 -1.255 -1.211  -0.23
C12 -4.988 -2.559 -1.430  -0.09
C13 -6.331 -2.897 -1.355  -0.05
C14 -7.262 -1.927 -1.023  -0.06
C15 -6.832 -0.633 -0.752  -0.06
C16 -5.493 -0.301 -0.849  -0.03
H1 -1.828 3.491 -4.754  0.08
H2 -1.711 4.207 -3.150  0.05
H3 -2.920 2.959 -3.482  0.07
H4 0.146 2.549 -3.423  0.04
H5 -0.991 1.324 -3.966  0.06
H6 -0.550 3.021 0.499  0.03
H7 -2.072 2.164 0.684  0.06
H8 -1.600 4.665 -1.051  0.05
H9 -2.600 4.535 0.393  0.08
H10 -3.098 3.732 -1.092  0.07
H11 -3.465 1.109 -1.368  0.05
H12 -2.426 -2.316 1.019  0.07
H13 -1.099 -3.468 0.825  0.05
H14 -4.096 -4.118 0.532  0.06
H15 -3.026 -4.660 1.819  0.08
H16 -2.798 -5.270 0.180  0.08
H17 -1.031 -3.815 -3.381  0.04
H18 -1.668 -2.211 -3.768  0.08
H19 -3.344 -4.775 -3.357  0.08
H20 -2.986 -4.003 -4.897  0.08
H21 -4.023 -3.186 -3.738  0.06
H22 -4.279 -3.350 -1.674  0.06
H23 -6.645 -3.916 -1.557  0.12
H24 -8.314 -2.178 -0.963  0.11
H25 -7.549 0.125 -0.459  0.11
H26 -5.188 0.715 -0.622  0.10
Br1 7.320 -4.118 -0.650  0.80
C17 6.253 -2.564 -0.722  -0.69
C18 5.621 -2.226 -1.910  -0.11
C19 4.766 -1.139 -1.943  -0.03
C20 4.577 -0.372 -0.804  -0.28
C21 5.259 -0.681 0.363  -0.02
C22 6.086 -1.792 0.415  -0.10
N1 3.666 0.732 -0.854  0.09
C23 4.143 1.855 -0.498  -0.04
C24 3.342 3.084 -0.569  -0.26
C25 3.917 4.338 -0.532  0.03
C26 3.101 5.449 -0.718  0.00
C27 1.745 5.258 -0.913  0.01
C28 1.253 3.960 -0.928  -0.09
N2 2.045 2.902 -0.763  0.06
H27 5.794 -2.820 -2.798  0.11
H28 4.263 -0.861 -2.863  0.12
H29 5.105 -0.079 1.257  0.12
H30 6.595 -2.058 1.333  0.11
H31 5.183 1.951 -0.193  0.16
H32 4.987 4.447 -0.383  0.13
H33 3.522 6.446 -0.725  0.13
H34 1.075 6.097 -1.064  0.13
H35 0.200 3.755 -1.091  0.05
Cl1 2.038 -3.323 -3.166  0.66
C29 1.722 -3.457 -1.411  -0.97
Cl2 0.899 -4.957 -1.020  0.67
C30 1.058 -2.106 -1.025  -0.58
O1 1.930 -1.270 -0.641  -0.06
O2 -0.183 -1.758 -1.147  -0.14
H36 2.685 -3.498 -0.924  0.06
O3 1.160 0.528 1.087  -0.55
S1 0.274 0.806 2.298  1.10
C31 0.465 -0.644 3.301  -0.38
C32 1.621 -1.407 3.255  -0.06
C33 1.685 -2.553 4.032  -0.05
C34 0.601 -2.924 4.823  -0.05
C35 -0.551 -2.147 4.858  -0.05
C36 -0.629 -0.999 4.081  -0.08
C37 1.184 2.015 3.247  -0.36
C38 0.559 2.589 4.347  -0.06
C39 1.230 3.570 5.060  -0.05
C40 2.498 3.977 4.662  -0.05
C41 3.110 3.391 3.561  -0.05
C42 2.450 2.405 2.840  -0.07
H37 2.450 -1.109 2.620  0.11
H38 2.585 -3.154 4.029  0.12
H39 0.657 -3.828 5.420  0.12
H40 -1.387 -2.435 5.483  0.12
H41 -1.526 -0.384 4.080  0.12
H42 -0.439 2.273 4.641  0.12
H43 0.756 4.026 5.922  0.12
H44 3.011 4.755 5.215  0.12
H45 4.104 3.704 3.261  0.11
H46 2.904 1.939 1.976  0.08

---

Number 1: largest force on an atom 2.9 eV/Å, DFT total energy -3877.19289 Ha. Number 2: largest force on an atom 0.6 eV/Å, DFT total energy -8953.43737 Ha. Number 3: largest force on an atom 1.7 eV/Å, DFT total energy -11934.01395 Ha.